1.
A cluster of 3 separate species, C4H11NO2S in total, computed with wB97M-V/def2-TZVPD.

XYZ file:
```
19
Properties=species:S:1:pos:R:3:forces:R:3
C 0.885 3.461 2.872 0.343 0.437 0.563
C -1.027 -3.061 -0.767 -0.128 -0.170 0.281
C 1.253 1.541 -0.087 -0.764 0.121 0.878
C 0.055 2.925 2.046 0.616 -0.966 -1.246
N -0.800 -2.581 -2.124 -0.030 0.022 -0.354
O -1.054 0.341 0.092 -0.466 0.092 0.058
O 0.696 -0.375 -1.580 0.310 0.986 1.027
S 0.368 0.011 0.010 0.715 0.092 -1.116
H 1.954 3.445 2.732 0.205 -0.077 -0.115
H 0.150 -1.146 -1.864 -0.319 -0.572 0.029
H 0.557 3.986 3.767 -0.168 0.037 0.070
H -0.064 -3.243 -0.288 -0.055 0.015 0.034
H -1.545 -2.278 -0.211 0.048 -0.099 0.053
H -1.618 -3.984 -0.717 0.054 0.097 0.026
H 0.926 2.287 -0.786 -0.206 0.083 -0.282
H 2.251 1.580 0.296 0.365 -0.081 0.177
H -0.971 2.723 1.866 -0.525 -0.045 -0.037
H -0.334 -3.282 -2.690 -0.115 0.079 0.010
H -1.684 -2.350 -2.566 0.119 -0.051 -0.059
```
Positions in Å, forces in eV/Å.

Output
Net charge: 0
DFT total energy, hartree: -762.2254
HOMO energy (alpha / beta), Ha: -0.317 / -0.331
Multiplicity: 1
Lowest unoccupied orbital energy (alpha / beta), eV: -0.24 / 0.39
Max |F|, eV/A: 1.69


2.
A cluster of 2 separate species, C2H8NO2 in total, computed with wB97M-V/def2-TZVPD.

XYZ file:
```
13
Properties=species:S:1:pos:R:3:forces:R:3
C 0.555 0.256 -0.004 -0.500 -0.530 -0.299
O -0.190 0.393 -1.139 -0.114 0.584 0.012
C 0.128 1.095 1.276 -1.182 -1.101 -1.267
N -1.246 0.664 1.592 -1.081 -0.681 1.069
H 1.631 0.461 -0.243 0.045 -0.475 0.584
H 0.290 -0.813 0.304 1.422 0.420 0.583
H 0.138 2.162 1.097 -0.183 0.406 -0.400
H 0.716 0.975 2.193 0.319 -0.500 -0.271
H -1.354 -0.361 1.499 0.778 0.642 0.250
H -1.977 0.933 0.946 0.625 0.752 -0.469
H 1.037 -2.044 -2.970 -0.002 -0.167 -0.051
H 0.038 -1.435 -2.051 -0.362 0.453 0.343
O 0.233 -2.287 -2.500 0.236 0.197 -0.084
```
Positions in Å, forces in eV/Å.

Output
Net charge: -1
DFT total energy, hartree: -286.2177
HOMO energy, Ha: -0.099
Multiplicity: 1
Lowest unoccupied orbital energy, eV: 4.53
Max |F|, eV/A: 2.05


3.
A cluster of 2 separate species, C4H12N3 in total, computed with wB97M-V/def2-TZVPD.

XYZ file:
```
19
Properties=species:S:1:pos:R:3:forces:R:3
C -1.045 -0.843 2.731 -0.741 -0.769 0.726
C 0.387 0.850 2.080 -1.017 -0.141 -2.780
N -0.505 0.002 1.693 1.556 0.519 1.370
H -0.599 -1.858 2.658 -0.111 0.640 0.012
H -2.105 -0.974 2.533 -0.175 -0.021 0.229
H -0.894 -0.454 3.766 -0.048 -0.201 -0.816
H 0.596 1.142 3.100 0.073 -0.375 0.229
H 0.900 1.361 1.237 -0.213 -0.004 0.874
H -0.677 -0.300 0.240 2.129 0.305 -0.976
C 1.108 -1.189 -1.110 1.210 0.444 0.159
N 0.329 1.110 -2.777 0.072 -1.786 -0.156
C -0.357 0.630 -1.725 -0.927 -0.398 0.621
N -0.037 -0.284 -0.847 -0.625 0.248 -0.532
H 1.171 -1.500 -2.169 -0.503 0.121 0.339
H 1.008 -2.104 -0.511 -0.004 0.448 -0.095
H 2.131 -0.729 -0.924 -1.329 -0.326 0.201
H 1.060 0.456 -3.084 -0.113 0.853 -0.174
H -0.294 1.437 -3.519 0.601 0.128 0.196
H -1.364 1.037 -1.664 0.162 0.319 0.575
```
Positions in Å, forces in eV/Å.

Output
Net charge: +1
DFT total energy, hartree: -323.5960
HOMO energy, Ha: -0.532
Multiplicity: 1
Lowest unoccupied orbital energy, eV: -3.02
Max |F|, eV/A: 2.96


4.
A structure of composition C32H23Cl5N3O2PRu, computed with wB97M-V/def2-TZVPD.

XYZ file:
```
67
Properties=species:S:1:pos:R:3:forces:R:3
Ru 1.403 -0.277 0.738 0.138 0.121 0.139
Cl 1.045 6.695 -1.328 0.006 0.003 -0.002
C 1.372 5.017 -1.179 -0.004 -0.002 0.010
C 1.858 4.501 0.022 -0.022 0.011 0.015
Cl 2.145 5.537 1.357 0.006 0.000 -0.007
C 2.089 3.136 0.144 -0.005 0.005 0.001
Cl 2.651 2.460 1.629 -0.012 -0.033 0.013
C 1.847 2.256 -0.915 -0.025 -0.030 -0.015
O 2.034 0.950 -0.787 0.098 0.027 -0.099
C 1.370 2.795 -2.114 -0.030 0.001 0.021
Cl 1.027 1.707 -3.408 0.018 -0.016 -0.005
C 1.132 4.157 -2.251 -0.016 -0.020 0.004
Cl 0.509 4.771 -3.725 -0.005 0.008 0.000
C -3.315 3.667 -2.073 -0.011 -0.007 -0.009
C -2.347 4.062 -1.159 0.021 0.006 0.008
C -1.653 3.107 -0.434 0.004 0.006 -0.010
C -1.933 1.753 -0.619 -0.041 -0.048 -0.024
C -2.912 1.359 -1.530 0.016 0.022 -0.012
C -3.600 2.321 -2.255 0.010 0.009 0.000
P -0.995 0.574 0.363 -0.044 -0.129 0.096
C -1.165 -1.078 -0.366 -0.118 0.055 -0.032
C -1.407 -2.200 0.429 0.044 -0.001 -0.004
C -1.357 -3.468 -0.133 -0.010 -0.005 0.001
C -1.078 -3.622 -1.483 -0.009 0.002 0.005
C -0.839 -2.506 -2.281 0.012 0.004 0.005
C -0.867 -1.240 -1.726 0.008 -0.014 -0.002
C -1.637 0.526 2.037 0.082 0.033 -0.005
C -2.923 0.868 2.366 -0.013 0.001 0.012
C -3.343 0.806 3.709 0.008 0.000 -0.005
C -2.470 0.405 4.682 -0.005 -0.004 -0.008
C -1.132 0.057 4.373 -0.014 0.013 0.004
C -0.214 -0.353 5.372 0.014 -0.006 -0.004
C 1.071 -0.677 5.045 -0.010 0.003 -0.012
C 1.504 -0.602 3.701 -0.030 0.015 0.029
C 0.651 -0.204 2.698 -0.057 -0.057 -0.064
C -0.696 0.130 3.030 -0.009 0.012 -0.009
H -3.851 4.412 -2.645 0.003 0.002 0.001
H -2.126 5.112 -1.017 0.003 -0.004 -0.003
H -0.895 3.412 0.279 0.028 0.012 0.002
H -3.137 0.309 -1.672 -0.011 0.014 0.004
H -4.361 2.018 -2.961 0.000 0.001 0.001
H -1.624 -2.083 1.483 -0.006 0.002 0.000
H -1.541 -4.335 0.488 0.001 0.001 -0.001
H -1.063 -4.612 -1.922 0.000 -0.005 0.000
H -0.635 -2.627 -3.338 -0.003 0.005 -0.003
H -0.660 -0.370 -2.341 -0.002 -0.017 0.000
H -3.617 1.190 1.598 -0.003 -0.006 0.000
H -4.359 1.075 3.964 0.001 0.000 0.001
H -2.793 0.353 5.715 -0.001 0.002 0.000
H -0.550 -0.408 6.400 -0.001 0.006 0.000
H 1.766 -0.992 5.812 0.002 -0.002 -0.002
H 2.533 -0.870 3.484 0.010 -0.014 0.005
C 3.118 -4.066 -3.145 -0.002 0.002 -0.008
N 2.688 -3.566 -1.855 -0.008 0.008 0.018
C 2.426 -4.378 -0.681 0.009 -0.005 0.014
C 2.016 -3.323 0.338 -0.080 0.031 0.007
O 1.691 -3.511 1.480 0.028 0.000 0.015
N 2.070 -2.081 -0.286 0.033 -0.002 -0.103
C 2.463 -2.282 -1.561 0.026 -0.080 0.018
N 2.617 -1.301 -2.433 0.001 0.053 0.000
H 3.218 -5.145 -3.080 0.001 0.000 -0.001
H 4.088 -3.653 -3.426 0.001 0.001 0.001
H 2.384 -3.838 -3.921 0.001 0.000 0.001
H 3.312 -4.917 -0.341 0.004 -0.002 -0.007
H 1.612 -5.087 -0.841 0.001 0.006 0.002
H 2.449 -0.341 -2.135 -0.022 -0.007 0.007
H 2.937 -1.485 -3.367 -0.007 0.012 -0.008
```
Positions in Å, forces in eV/Å.

Output
<S²>: 8.77
Net charge: +1
DFT total energy, hartree: -4284.9655
HOMO energy (alpha / beta), Ha: -0.366 / -0.401
Multiplicity: 6
Lowest unoccupied orbital energy (alpha / beta), eV: -2.26 / -4.44
Max |F|, eV/A: 0.23


5.
The ion C5H12NO with charge -1, computed with wB97M-V/def2-TZVPD.

XYZ file:
```
19
Properties=species:S:1:pos:R:3:forces:R:3
C -2.012 0.902 -0.751 -1.219 -1.836 -1.045
C -0.955 -0.186 -0.250 -0.372 3.007 -0.507
C 0.463 0.219 -0.603 4.801 -1.328 0.734
C 1.324 1.037 0.470 0.066 0.522 -2.677
N 1.423 -1.131 -0.770 -1.575 0.816 -1.420
C 1.133 -1.982 0.348 1.110 -1.755 0.249
O 2.774 -0.867 -0.846 -0.326 0.681 0.216
H -1.789 1.864 -0.356 0.264 0.773 0.495
H -2.240 1.076 -1.866 1.018 -0.684 1.299
H -3.011 0.573 -0.374 0.541 0.440 0.028
H -0.907 0.027 0.818 -0.689 -0.731 0.323
H -1.280 -1.201 -0.452 0.261 0.033 -0.296
H 0.754 0.793 -1.511 -1.120 -0.707 0.024
H 1.099 2.107 0.328 0.235 -0.009 -0.085
H 1.121 0.886 1.511 0.109 -0.774 0.684
H 2.421 0.782 0.049 -1.904 0.219 1.286
H 0.250 -2.602 0.114 0.273 -0.020 0.226
H 2.049 -2.683 0.525 -1.658 1.277 -0.314
H 0.909 -1.429 1.256 0.184 0.076 0.781
```
Positions in Å, forces in eV/Å.

Output
Net charge: -1
DFT total energy, hartree: -327.5703
HOMO energy, Ha: -0.044
Multiplicity: 1
Lowest unoccupied orbital energy, eV: 3.88
Max |F|, eV/A: 5.04


6.
The molecule C4H6, computed with wB97M-V/def2-TZVPD.

XYZ file:
```
10
Properties=species:S:1:pos:R:3:forces:R:3
C 1.839 -0.030 -0.165 0.316 0.072 -0.049
C 0.621 -0.788 0.128 -0.737 0.572 -0.023
C -0.576 -0.697 0.221 0.496 0.018 -0.071
C -1.832 0.043 0.160 -0.258 -0.013 0.051
H 2.322 -0.341 -1.091 0.155 -0.093 0.146
H 2.552 0.003 0.658 0.104 -0.189 -0.098
H 1.453 0.987 -0.311 0.421 -0.044 -0.053
H -1.762 0.865 0.882 -0.200 -0.176 -0.047
H -2.730 -0.535 0.356 -0.070 -0.004 -0.016
H -1.887 0.493 -0.839 -0.226 -0.143 0.160
```
Positions in Å, forces in eV/Å.

Output
Net charge: 0
DFT total energy, hartree: -155.9173
HOMO energy, Ha: -0.342
Multiplicity: 1
Lowest unoccupied orbital energy, eV: 1.08
Max |F|, eV/A: 0.93